(1)
C18H20N4O7RuS2 as an isolated structure. Source: OMol25; level of theory: the ωB97M-V functional and the def2-TZVPD basis.

ORCA input file:
```
! wB97M-V def2-TZVPD RIJCOSX def2/J DEFGRID3
* xyz -1 2
Ru 0.801 0.052 -0.650
O 0.912 4.709 -1.340
C 0.992 4.077 -0.147
O 2.001 3.573 0.257
C -0.305 4.178 0.646
O -0.923 2.955 0.942
C -1.878 2.595 -0.050
C -1.378 2.186 -1.450
O -2.234 2.246 -2.332
O -0.161 1.837 -1.582
H 1.739 4.502 -1.801
H -0.026 4.640 1.596
H -1.005 4.837 0.122
H -2.457 1.764 0.355
H -2.566 3.436 -0.198
S 1.666 -2.041 -0.453
C 2.721 -2.080 -1.847
C 3.125 -3.291 -2.411
C 4.015 -3.317 -3.470
C 4.513 -2.123 -3.985
C 4.118 -0.917 -3.436
C 3.218 -0.870 -2.369
S 2.765 0.649 -1.629
H 2.724 -4.214 -2.009
H 4.314 -4.265 -3.904
H 5.201 -2.135 -4.822
H 4.495 0.016 -3.841
C 0.310 0.135 4.612
N 1.019 -0.695 3.643
C 0.661 -2.115 3.646
C 1.174 -0.167 2.437
N 1.254 0.270 1.378
H 0.564 -0.204 5.616
H -0.771 0.073 4.457
H 0.626 1.170 4.499
H 0.977 -2.554 4.593
H 1.177 -2.613 2.827
H -0.417 -2.236 3.515
C -4.466 -1.017 1.350
N -3.391 -1.000 0.376
C -3.679 -1.157 -0.954
C -2.732 -1.160 -1.904
C -1.382 -0.951 -1.453
O -0.406 -0.780 -2.229
N -1.110 -0.833 -0.130
C -2.064 -0.857 0.828
O -1.840 -0.787 2.034
H -4.836 -2.032 1.517
H -5.288 -0.389 1.003
H -4.078 -0.629 2.286
H -4.732 -1.250 -1.185
H -2.957 -1.219 -2.956
*
```

Computed properties:
- E_LUMO (spin up / spin down): 0.098 / 0.086 Ha
- Kohn-Sham gap (spin up / spin down): 6.53 / 6.41 eV
- Highest occupied orbital energy (spin up / spin down): -3.86 / -4.06 eV
- ΔE to the lowest compared entry with this formula, charge and spin: 0.749 eV
- Max |F|: 0.8 eV/A

=====

(2)
A single C23H30N4O5 molecule in a non-equilibrium geometry. Source: OMol25; level of theory: the ωB97M-V functional and the def2-TZVPD basis.

ORCA input file:
```
! wB97M-V def2-TZVPD RIJCOSX def2/J DEFGRID3
* xyz 0 1
C -6.501 -0.705 0.829
C -5.204 -0.942 0.151
C -4.180 -1.802 0.408
C -3.232 -1.510 -0.612
N -2.014 -2.093 -0.848
C -1.408 -3.025 -0.064
O -1.871 -3.458 0.968
C -0.072 -3.494 -0.628
C 1.048 -2.466 -0.431
C 1.045 -1.372 -1.479
O 0.141 -1.234 -2.302
N 2.106 -0.551 -1.472
C 2.208 0.504 -2.471
C 1.434 1.762 -2.041
O 1.993 2.787 -1.707
N 0.103 1.601 -2.096
C -0.810 2.600 -1.589
C -0.779 2.649 -0.051
C -1.772 3.676 0.523
C -2.490 2.895 1.623
C -2.410 1.475 1.069
O -1.121 1.380 0.499
C 3.216 -0.707 -0.589
C 4.332 -1.377 -1.078
C 5.447 -1.530 -0.279
C 5.445 -1.006 1.001
C 4.341 -0.328 1.497
C 4.371 0.244 2.880
C 3.201 -0.174 0.698
C 2.014 0.568 1.224
N -3.674 -0.554 -1.397
O -4.902 -0.196 -0.928
H -6.675 -1.480 1.569
H -6.495 0.266 1.323
H -7.309 -0.706 0.100
H -4.082 -2.532 1.181
H -1.484 -1.725 -1.640
H -0.186 -3.710 -1.692
H 0.192 -4.413 -0.103
H 0.957 -2.003 0.554
H 2.017 -2.969 -0.465
H 3.260 0.766 -2.593
H 1.797 0.135 -3.415
H -0.265 0.676 -2.287
H -1.812 2.349 -1.938
H -0.510 3.578 -1.973
H 0.250 2.864 0.257
H -1.265 4.563 0.896
H -2.480 3.979 -0.250
H -3.513 3.225 1.783
H -1.939 2.960 2.562
H -2.497 0.691 1.823
H -3.177 1.329 0.299
H 4.313 -1.771 -2.083
H 6.315 -2.051 -0.653
H 6.319 -1.120 1.625
H 3.600 -0.210 3.502
H 5.337 0.069 3.347
H 4.185 1.316 2.853
H 2.274 1.616 1.370
H 1.706 0.168 2.189
H 1.166 0.521 0.548
*
```

Computed properties:
- E_LUMO: 0.024 Ha
- Kohn-Sham gap: 9.68 eV
- Highest occupied orbital energy: -9.02 eV
- ΔE to the lowest compared entry with this formula, charge and spin: 0.000 eV
- Max |F|: 1.3 eV/A
- SMILES string: Cc1cc(NC(=O)CCC(=O)N(CC(=O)NC[C@H]2CCCO2)c2cccc(C)c2C)no1

=====

(3)
C33H25ClFN5O7S2Sn as an isolated structure. Source: OMol25; level of theory: the ωB97M-V functional and the def2-TZVPD basis.

ORCA input file:
```
! wB97M-V def2-TZVPD RIJCOSX def2/J DEFGRID3
* xyz 2 1
Sn 1.744 0.192 -0.959
O -2.234 -3.313 1.883
C -1.418 -4.108 1.196
O -1.594 -5.289 1.111
C -0.255 -3.457 0.514
C 0.647 -4.123 -0.314
Cl 0.755 -5.745 -0.745
N 1.526 -3.221 -0.795
N 1.229 -1.998 -0.338
C 0.160 -2.121 0.438
C -0.398 -0.835 0.958
O -1.374 -0.806 1.696
O 0.214 0.222 0.535
C 2.597 -3.405 -1.734
C 3.731 -4.100 -1.350
C 4.751 -4.264 -2.274
C 4.627 -3.730 -3.551
C 3.481 -3.037 -3.916
C 2.447 -2.875 -3.006
H -1.943 -2.371 1.878
H 3.806 -4.515 -0.353
H 5.640 -4.815 -2.000
H 5.424 -3.868 -4.269
H 3.381 -2.640 -4.917
H 1.527 -2.370 -3.275
C -5.272 -0.891 0.651
C -5.397 -0.196 -0.701
C -6.585 0.740 -0.834
C -6.439 1.941 0.089
C -5.112 2.607 -0.112
C -4.921 3.931 0.198
C -3.671 4.515 0.008
F -3.516 5.785 0.315
C -2.574 3.815 -0.493
C -2.735 2.493 -0.817
C -1.563 1.725 -1.318
O -0.468 2.253 -1.376
C -1.847 0.335 -1.675
C -3.089 -0.160 -1.466
N -4.134 0.562 -0.961
C -4.002 1.869 -0.635
C -0.824 -0.649 -2.211
O -1.150 -1.809 -2.338
O 0.356 -0.167 -2.459
H -6.162 -1.495 0.822
H -5.175 -0.174 1.466
H -4.405 -1.551 0.677
H -5.439 -0.944 -1.493
H -7.489 0.180 -0.599
H -6.671 1.073 -1.870
H -6.516 1.632 1.135
H -7.238 2.663 -0.077
H -5.732 4.535 0.582
H -1.617 4.301 -0.627
H -3.288 -1.199 -1.696
C 5.965 2.289 -1.477
C 5.914 2.320 0.005
N 4.877 2.067 0.724
C 5.155 2.182 2.063
C 6.482 2.551 2.350
S 7.365 2.717 0.945
C 4.163 1.957 3.041
C 4.374 2.096 4.425
S 2.972 1.777 5.268
C 2.137 1.460 3.735
N 2.886 1.594 2.694
C 0.707 1.070 3.732
H 4.964 2.120 -1.864
H 6.625 1.489 -1.817
H 6.355 3.228 -1.872
H 6.930 2.704 3.320
H 5.286 2.375 4.929
H 0.137 1.661 4.448
H 0.609 0.020 4.022
H 0.302 1.189 2.731
*
```

Computed properties:
- E_LUMO (spin up / spin down): -0.316 / -0.311 Ha
- Kohn-Sham gap (spin up / spin down): 5.21 / 5.36 eV
- Highest occupied orbital energy (spin up / spin down): -13.82 / -13.82 eV
- ΔE to the lowest compared entry with this formula, charge and spin: 0.000 eV
- Max |F|: 0.1 eV/A

=====

The DFT total energy results, record by record, are as follows: -63539.511, -40536.992, -99139.236 eV.